{"formula": "C16H20N2O5", "method": "the ωB97M-V functional and the def2-TZVPD basis", "e_above_lowest_kcal_mol": 437.4, "fmax_ev_per_a": 17.15, "gap_ev": 7.40, "mol_weight_g_mol": 320.34, "elements": ["C", "H", "H", "C", "C", "H", "C", "C", "H", "H", "H", "C", "N", "C", "O", "C", "H", "O", "C", "O", "C", "C", "C", "C", "C", "C", "H", "H", "H", "N", "O", "O", "H", "H", "C", "H", "H", "H", "H", "H", "H", "H", "H"], "positions_angstrom": [[-0.0892, 1.3815, -1.6873], [-0.7789, 0.6414, -1.9304], [0.5247, 1.6373, -2.7480], [0.8992, 0.8601, -0.7430], [2.0156, 1.7038, -0.6552], [1.5329, 2.7590, -0.1393], [2.8729, 1.2319, 0.7246], [4.1301, 2.3179, 0.6096], [4.6539, 2.4117, -0.2943], [4.8628, 1.8755, 1.4899], [3.7532, 3.4865, 1.0443], [3.3369, 0.0529, 0.0645], [2.3338, -1.1106, -0.1588], [2.0815, -1.8089, 0.8902], [2.8040, -2.1749, 1.6429], [0.7347, -2.7847, 0.7714], [0.9022, -3.4741, -0.2438], [-0.4169, -2.0124, 0.7390], [-1.3786, -2.4318, 0.1151], [-1.5508, -3.6174, -0.1321], [-2.7052, -1.6273, 0.1054], [-2.6617, -0.1988, 0.7354], [-3.6705, 0.6340, 0.5843], [-4.9641, 0.0789, 0.2977], [-5.0113, -1.1299, -0.4874], [-3.8104, -2.0980, -0.2270], [-3.9446, -3.3418, -0.5153], [-5.9250, -1.5327, -0.5936], [-5.8297, 0.6585, 0.2125], [-3.5014, 1.8750, 0.9604], [-2.4073, 2.4494, 1.0362], [-4.5818, 2.5451, 0.8350], [-1.5712, 0.1510, 0.9350], [0.7432, -3.6007, 1.4470], [1.4029, -0.5368, -1.0940], [0.6877, -0.9895, -1.2563], [2.0585, -0.3571, -2.1847], [4.0573, -0.4550, 1.2216], [4.0056, 0.0501, -0.7433], [2.3144, 1.4078, 1.6069], [2.6045, 1.9517, -1.2850], [0.1769, 0.8475, 0.4738], [-0.6910, 2.2740, -1.4240]]}

{"formula": "C16H20N2OPTc", "method": "the ωB97M-V functional and the def2-TZVPD basis", "multiplicity": 4, "e_above_lowest_kcal_mol": 63.1, "charge": 1, "fmax_ev_per_a": 3.72, "gap_ev": [6.49, 6.45], "mol_weight_g_mol": 385.32, "elements": ["C", "C", "C", "C", "C", "Tc", "P", "H", "H", "H", "H", "H", "H", "H", "H", "C", "N", "N", "C", "O", "C", "C", "C", "C", "C", "C", "C", "C", "C", "H", "H", "H", "H", "H", "H", "H", "H", "H", "H", "H", "H"], "positions_angstrom": [[-0.6318, -0.7275, -4.2380], [0.7181, -0.5620, -4.8436], [1.1467, 0.7767, -4.7512], [0.2007, 1.5480, -4.0364], [-0.9722, 0.7198, -3.6815], [-1.4045, -0.8476, -2.2540], [-1.6535, -3.0372, -2.6125], [-1.3532, -1.2513, -4.8935], [1.2573, -1.4098, -5.2599], [2.0689, 1.1576, -5.1907], [-1.9684, 1.1714, -3.8587], [0.3015, 2.5922, -3.7567], [-0.8945, -3.9322, -1.8084], [-1.4250, -3.6154, -3.8886], [-2.9925, -3.4976, -2.3781], [0.0592, 0.0653, 4.0989], [-0.2368, -0.5189, 2.8092], [0.0060, 0.0712, 1.6237], [-0.5891, -0.6710, 0.6340], [-0.5729, -0.2842, -0.5946], [-1.2042, -1.7755, 1.2821], [-0.9817, -1.6266, 2.6255], [-1.4297, -2.4660, 3.7537], [0.8253, 1.2220, 1.4579], [2.0164, 1.3178, 2.1867], [2.7248, 2.5248, 2.1737], [2.2765, 3.5747, 1.3518], [1.1607, 3.4106, 0.5178], [0.4319, 2.2246, 0.5620], [0.4632, 1.0724, 4.0044], [0.7722, -0.5692, 4.6430], [-0.8605, 0.1065, 4.7024], [-1.7730, -2.5396, 0.7688], [-0.5857, -2.8578, 4.3413], [-2.1111, -1.9361, 4.4370], [-1.9745, -3.3248, 3.3450], [2.3622, 0.4637, 2.7730], [3.6069, 2.6311, 2.8131], [2.8055, 4.5262, 1.3677], [0.8430, 4.2095, -0.1521], [-0.4325, 2.0642, -0.0741]]}

{"formula": "C16H20N3O3PtS5", "method": "the ωB97M-V functional and the def2-TZVPD basis", "e_above_lowest_kcal_mol": 5.9, "charge": -1, "fmax_ev_per_a": 0.62, "gap_ev": 6.27, "mol_weight_g_mol": 657.77, "elements": ["Pt", "S", "C", "S", "C", "C", "S", "S", "S", "C", "C", "C", "C", "C", "N", "H", "H", "H", "H", "H", "H", "H", "H", "H", "C", "C", "C", "C", "C", "C", "O", "N", "C", "O", "N", "C", "O", "H", "H", "H", "H", "H", "H", "H", "H", "H", "H", "H"], "positions_angstrom": [[-0.0837, -0.4285, -0.0902], [-2.9191, -6.3646, 2.8570], [-2.2645, -5.0051, 2.1807], [-3.1106, -3.9728, 1.0935], [-1.8412, -2.8047, 0.8343], [-0.7016, -3.0239, 1.4945], [0.6816, -1.9727, 1.3738], [-0.6695, -4.4454, 2.5055], [-2.0732, -1.4545, -0.2390], [5.1623, 1.0439, 0.0617], [4.2444, 0.6700, -1.1065], [4.2671, 1.7600, -2.1839], [4.6485, -0.6857, -1.7030], [2.8664, 0.5335, -0.6044], [1.8022, 0.4392, -0.1972], [6.1746, 1.1926, -0.3170], [5.1828, 0.2523, 0.8106], [4.8314, 1.9652, 0.5409], [5.2905, 1.8821, -2.5423], [3.9205, 2.7136, -1.7861], [3.6304, 1.4885, -3.0257], [5.6626, -0.6125, -2.0988], [3.9748, -0.9696, -2.5110], [4.6218, -1.4677, -0.9445], [-3.9077, 2.1953, -1.6387], [-2.9646, 2.1436, -2.8347], [-1.6103, 2.8331, -2.5771], [-0.7050, 2.6763, -3.8107], [0.6661, 3.3155, -3.6276], [-1.8688, 4.3115, -2.3763], [-2.3723, 5.0098, -3.2397], [-1.4979, 4.8120, -1.1707], [-0.8471, 4.1103, -0.1230], [-0.5461, 4.7594, 0.8572], [-0.5965, 2.7773, -0.2722], [-0.9396, 2.1682, -1.3688], [-0.7503, 0.9314, -1.5704], [-4.8374, 1.6700, -1.8609], [-4.1625, 3.2253, -1.3764], [-3.4622, 1.7188, -0.7628], [-3.4170, 2.6321, -3.7002], [-2.7540, 1.1064, -3.0962], [-1.2228, 3.1295, -4.6579], [-0.6015, 1.6080, -4.0020], [0.5821, 4.3908, -3.4517], [1.2840, 3.1740, -4.5165], [1.1893, 2.8753, -2.7753], [-1.6514, 5.7956, -1.0046]]}

{"formula": "C16H20N4", "method": "the ωB97M-V functional and the def2-TZVPD basis", "multiplicity": 2, "e_above_lowest_kcal_mol": 14.6, "charge": -1, "fmax_ev_per_a": 4.16, "gap_ev": [1.51, 7.31], "mol_weight_g_mol": 268.36, "elements": ["N", "C", "C", "C", "C", "H", "H", "H", "H", "H", "N", "C", "C", "C", "C", "H", "H", "H", "H", "H", "N", "C", "C", "C", "C", "H", "H", "H", "H", "H", "N", "C", "C", "C", "C", "H", "H", "H", "H", "H"], "positions_angstrom": [[2.1166, -6.6781, -10.8216], [2.9438, -6.3732, -9.7503], [3.0841, -7.4912, -8.9884], [2.5514, -8.6154, -9.6859], [1.7832, -7.9820, -10.6635], [1.8190, -6.0398, -11.5455], [3.1093, -5.3206, -9.5738], [3.6854, -7.5029, -8.0913], [2.6164, -9.6741, -9.4826], [1.0889, -8.4094, -11.3718], [5.9786, -1.0750, -17.4939], [5.0055, -1.7117, -16.7929], [4.3902, -2.5495, -17.7448], [5.0574, -2.4101, -18.8983], [6.0454, -1.4326, -18.7352], [6.5543, -0.3723, -17.0525], [4.8783, -1.5246, -15.7368], [3.6210, -3.2626, -17.4875], [4.8617, -2.8533, -19.8635], [6.7718, -1.0142, -19.4161], [5.0774, -5.1224, -11.7794], [4.5927, -3.8011, -11.7627], [4.8376, -3.1949, -12.9972], [5.5350, -4.1416, -13.7650], [5.6370, -5.2906, -13.0173], [5.0561, -5.8662, -11.0964], [4.1537, -3.4563, -10.8382], [4.6115, -2.2116, -13.3826], [5.9332, -4.0688, -14.7662], [6.2204, -6.1795, -13.2064], [7.3841, 1.2633, -14.4346], [6.0821, 1.4064, -14.0934], [5.6897, 0.3048, -13.3421], [6.8947, -0.4540, -13.1610], [7.9400, 0.1917, -13.8197], [7.7902, 2.0221, -14.9631], [5.6404, 2.3406, -14.4074], [4.7292, 0.0098, -12.9460], [6.8802, -1.3898, -12.6222], [8.9682, -0.0967, -13.9811]]}

{"formula": "C16H20N4O", "method": "the ωB97M-V functional and the def2-TZVPD basis", "smiles": "CCCc1[nH]nc2c1[C@@H]([C@H]1CC=CCC1)C(C#N)=C(N)O2", "e_above_lowest_kcal_mol": 34.9, "fmax_ev_per_a": 1.64, "gap_ev": 9.15, "mol_weight_g_mol": 284.36, "elements": ["C", "C", "C", "C", "N", "N", "C", "C", "C", "C", "C", "C", "C", "C", "C", "C", "C", "N", "C", "N", "O", "H", "H", "H", "H", "H", "H", "H", "H", "H", "H", "H", "H", "H", "H", "H", "H", "H", "H", "H", "H"], "positions_angstrom": [[-2.9706, -3.3800, 0.7529], [-2.0004, -2.7543, -0.2405], [-2.2718, -1.2545, -0.4114], [-1.3554, -0.6024, -1.3858], [-1.4523, -0.8608, -2.7146], [-0.6198, -0.1257, -3.4615], [0.0319, 0.6129, -2.5870], [-0.3685, 0.3558, -1.2588], [0.3062, 1.0828, -0.1413], [1.6123, 0.3564, 0.2810], [2.3814, 1.1416, 1.3470], [1.7704, 0.9976, 2.7057], [0.9599, 0.0086, 3.0392], [0.5417, -1.0708, 2.0904], [1.3661, -1.0595, 0.8044], [0.6666, 2.4423, -0.7191], [0.6899, 3.5591, 0.1185], [0.6780, 4.4906, 0.7957], [1.0326, 2.5782, -2.0220], [1.5933, 3.7029, -2.5533], [0.9024, 1.5900, -2.9518], [-3.9977, -3.2587, 0.4152], [-2.7689, -4.4425, 0.8633], [-2.8736, -2.9098, 1.7288], [-0.9783, -2.9022, 0.1106], [-2.0947, -3.2540, -1.2072], [-2.1801, -0.7510, 0.5516], [-3.3018, -1.1218, -0.7571], [-2.0653, -1.5188, -3.1667], [-0.3444, 1.2035, 0.7286], [2.2373, 0.2836, -0.6187], [3.4126, 0.7727, 1.3851], [2.4365, 2.1999, 1.0853], [2.0416, 1.7543, 3.4280], [0.5390, -0.0491, 4.0340], [-0.5205, -0.9421, 1.8650], [0.6407, -2.0442, 2.5798], [0.8754, -1.6594, 0.0353], [2.3397, -1.5124, 1.0054], [1.5585, 4.5424, -2.0001], [1.5504, 3.7987, -3.5541]]}

{"formula": "C16H20N4O3S", "method": "the ωB97M-V functional and the def2-TZVPD basis", "smiles": "NC(=O)c1ccsc1NC(=O)CN1CCN(Cc2ccco2)CC1", "e_above_lowest_kcal_mol": 60.6, "fmax_ev_per_a": 3.02, "gap_ev": 8.57, "mol_weight_g_mol": 348.43, "elements": ["N", "C", "O", "C", "C", "C", "S", "C", "N", "C", "O", "C", "N", "C", "C", "N", "C", "C", "C", "C", "C", "O", "C", "C", "H", "H", "H", "H", "H", "H", "H", "H", "H", "H", "H", "H", "H", "H", "H", "H", "H", "H", "H", "H"], "positions_angstrom": [[-5.0828, 1.2891, -2.1189], [-4.0098, 0.4749, -1.9403], [-3.1990, 0.7805, -1.0821], [-3.8156, -0.7205, -2.7489], [-4.5671, -0.9628, -3.9990], [-4.1574, -2.0916, -4.6620], [-2.9405, -2.9617, -3.7617], [-2.8805, -1.6976, -2.5435], [-2.0157, -1.6688, -1.4256], [-0.7267, -2.1477, -1.3159], [-0.2373, -2.9348, -2.1218], [0.2015, -1.7971, -0.0885], [-0.3763, -0.7399, 0.7823], [-0.1342, -0.7234, 2.2363], [1.1835, -0.0653, 2.6337], [1.3590, 1.2584, 2.0603], [2.4861, 2.0344, 2.5668], [3.8250, 1.5690, 2.0248], [4.8427, 1.0826, 2.8001], [5.8373, 0.6923, 1.8906], [5.4617, 1.0898, 0.6477], [4.1892, 1.6289, 0.7067], [1.0295, 1.3231, 0.6143], [-0.3109, 0.6305, 0.2743], [-5.8886, 0.9258, -2.6191], [-5.2183, 2.1183, -1.5075], [-5.3432, -0.3139, -4.3815], [-4.5206, -2.5013, -5.5808], [-2.2408, -0.9893, -0.6877], [1.1595, -1.4493, -0.5080], [0.3956, -2.6972, 0.4938], [-0.1995, -1.7297, 2.6953], [-0.9853, -0.1726, 2.6623], [2.0066, -0.7213, 2.3379], [1.2696, 0.0333, 3.7009], [2.2650, 3.0825, 2.3073], [2.5294, 1.9260, 3.6684], [4.7824, 0.9790, 3.8780], [6.7486, 0.1182, 2.0744], [6.0790, 0.9879, -0.2452], [0.9522, 2.3883, 0.3697], [1.8506, 0.8772, 0.0129], [-0.4677, 0.6026, -0.7907], [-1.1365, 1.1932, 0.6901]]}